Record 1
Molecular formula: C5H6O2
Method: DFT, the ωB97M-V functional and the def2-TZVPD basis

XYZ file:
```
13
Properties=species:S:1:pos:R:3:lowdin_charge:R:1
C -1.52 -1.28 0.46 0.00
C -0.38 -0.86 0.00 -0.13
C 0.77 -0.44 -0.47 -0.18
C 0.94 0.30 -1.78 -0.10
H -2.14 -0.65 1.09 0.05
H -1.90 -2.28 0.22 0.06
H 1.67 -0.62 0.12 0.11
H -0.03 0.48 -2.26 0.08
H 1.56 -0.28 -2.47 0.07
H 1.44 1.26 -1.61 0.07
O 1.03 1.42 2.30 0.19
C -0.14 1.45 2.23 -0.41
O -1.30 1.50 2.18 0.19
```

Computed properties:
F_max   0.87 eV/Å
Kohn-Sham gap   10.18 eV
Structure (SMILES)   C=C=CC.O=C=O
Net charge   0
DFT total energy   -9376.310 eV

Record 2
Molecular formula: C2H5F
Method: DFT, the ωB97M-V functional and the def2-TZVPD basis

XYZ file:
```
8
Properties=species:S:1:pos:R:3:lowdin_charge:R:1
C -0.27 0.57 0.43 -0.13
C 0.04 -0.52 -0.30 -0.34
F 0.79 -0.03 -1.40 -0.12
H 0.57 0.89 0.86 0.04
H -0.85 0.18 1.25 0.10
H -0.67 1.36 -0.32 0.15
H 1.06 -1.13 0.12 0.17
H -0.66 -1.33 -0.65 0.13
```

Computed properties:
F_max   10.46 eV/Å
Kohn-Sham gap   12.00 eV
Structure (SMILES)   CCF
Net charge   0
DFT total energy   -4870.685 eV